<1>
{
  "formula": "C45H105N15O15",
  "method": "ωB97M-V/def2-TZVPD",
  "species": ["C", "C", "O", "N", "C", "H", "H", "H", "H", "H", "H", "H", "C", "C", "O", "N", "C", "H", "H", "H", "H", "H", "H", "H", "C", "C", "O", "N", "C", "H", "H", "H", "H", "H", "H", "H", "C", "C", "O", "N", "C", "H", "H", "H", "H", "H", "H", "H", "C", "C", "O", "N", "C", "H", "H", "H", "H", "H", "H", "H", "C", "C", "O", "N", "C", "H", "H", "H", "H", "H", "H", "H", "C", "C", "O", "N", "C", "H", "H", "H", "H", "H", "H", "H", "C", "C", "O", "N", "C", "H", "H", "H", "H", "H", "H", "H", "C", "C", "O", "N", "C", "H", "H", "H", "H", "H", "H", "H", "C", "C", "O", "N", "C", "H", "H", "H", "H", "H", "H", "H", "C", "C", "O", "N", "C", "H", "H", "H", "H", "H", "H", "H", "C", "C", "O", "N", "C", "H", "H", "H", "H", "H", "H", "H", "C", "C", "O", "N", "C", "H", "H", "H", "H", "H", "H", "H", "C", "C", "O", "N", "C", "H", "H", "H", "H", "H", "H", "H", "C", "C", "O", "N", "C", "H", "H", "H", "H", "H", "H", "H"],
  "xyz": [[3.49, 1.26, -5.04], [4.65, 1.31, -4.09], [5.54, 2.16, -4.20], [4.66, 0.38, -3.10], [5.78, 0.17, -2.25], [2.83, 2.11, -4.87], [2.85, 0.40, -4.86], [3.87, 1.22, -6.06], [3.88, -0.25, -3.02], [6.21, -0.83, -2.41], [5.51, 0.20, -1.19], [6.57, 0.88, -2.46], [-7.15, -2.44, 1.24], [-5.94, -1.80, 1.89], [-6.06, -0.90, 2.72], [-4.75, -2.29, 1.47], [-3.46, -1.77, 1.88], [-8.06, -2.00, 1.63], [-7.14, -3.52, 1.41], [-7.10, -2.31, 0.16], [-4.75, -3.06, 0.82], [-3.58, -0.91, 2.53], [-2.87, -1.47, 1.00], [-2.87, -2.51, 2.43], [2.78, -4.56, 3.33], [3.31, -3.38, 4.10], [3.89, -3.51, 5.16], [3.04, -2.17, 3.55], [3.27, -0.90, 4.21], [3.29, -5.46, 3.67], [2.96, -4.49, 2.25], [1.72, -4.69, 3.53], [2.43, -2.13, 2.75], [3.55, -1.05, 5.26], [2.36, -0.31, 4.19], [4.08, -0.35, 3.73], [-3.87, 3.42, 0.28], [-4.38, 4.73, 0.81], [-4.01, 5.19, 1.89], [-5.17, 5.47, -0.02], [-5.78, 5.00, -1.25], [-3.34, 3.57, -0.66], [-4.71, 2.75, 0.09], [-3.20, 3.00, 1.02], [-5.45, 6.37, 0.32], [-6.79, 5.42, -1.33], [-5.89, 3.92, -1.25], [-5.22, 5.36, -2.12], [1.18, -3.34, 0.15], [0.26, -3.41, 1.35], [0.34, -2.58, 2.25], [-0.67, -4.40, 1.31], [-1.39, -4.85, 2.49], [0.63, -3.07, -0.74], [1.74, -4.28, 0.04], [1.90, -2.55, 0.35], [-0.55, -5.10, 0.60], [-0.88, -4.54, 3.40], [-1.47, -5.93, 2.50], [-2.40, -4.44, 2.53], [0.35, -2.95, 6.43], [0.08, -1.56, 6.94], [0.40, -1.21, 8.06], [-0.50, -0.67, 6.08], [-0.98, -0.95, 4.74], [-0.57, -3.41, 6.05], [0.75, -3.54, 7.24], [1.09, -2.92, 5.63], [-0.74, 0.20, 6.52], [-0.26, -0.66, 3.97], [-1.88, -0.37, 4.52], [-1.28, -1.98, 4.59], [8.40, -3.60, -1.57], [6.90, -3.66, -1.72], [6.36, -4.13, -2.71], [6.17, -3.11, -0.71], [4.73, -3.07, -0.74], [8.87, -4.55, -1.80], [8.70, -3.30, -0.56], [8.78, -2.87, -2.27], [6.61, -2.72, 0.10], [4.29, -3.91, -0.19], [4.28, -3.02, -1.72], [4.39, -2.16, -0.24], [-3.38, 3.10, 4.70], [-3.70, 2.10, 3.64], [-2.79, 1.47, 3.08], [-4.97, 1.92, 3.26], [-6.07, 2.77, 3.67], [-3.57, 4.11, 4.32], [-2.33, 3.00, 4.94], [-3.97, 2.92, 5.60], [-5.16, 1.25, 2.53], [-6.24, 2.71, 4.75], [-6.97, 2.52, 3.11], [-5.82, 3.82, 3.46], [-2.85, -1.26, -4.06], [-2.99, -2.61, -3.38], [-3.36, -3.60, -4.00], [-2.61, -2.66, -2.09], [-2.68, -3.89, -1.34], [-2.34, -0.53, -3.44], [-3.86, -0.88, -4.27], [-2.33, -1.35, -5.01], [-2.45, -1.84, -1.52], [-3.13, -3.73, -0.36], [-1.69, -4.32, -1.18], [-3.34, -4.62, -1.82], [4.00, 3.91, 3.20], [2.91, 2.88, 3.23], [2.95, 1.86, 2.55], [1.89, 3.12, 4.11], [0.74, 2.26, 4.26], [4.81, 3.55, 3.83], [3.66, 4.86, 3.60], [4.33, 4.04, 2.17], [2.00, 3.86, 4.78], [-0.03, 2.82, 4.79], [0.97, 1.35, 4.82], [0.33, 1.98, 3.30], [-6.42, 2.25, -3.72], [-5.23, 1.72, -2.96], [-4.10, 2.12, -3.18], [-5.53, 0.78, -2.03], [-4.57, 0.18, -1.13], [-6.14, 2.46, -4.75], [-6.84, 3.14, -3.25], [-7.21, 1.50, -3.77], [-6.46, 0.42, -2.03], [-4.88, 0.21, -0.08], [-3.61, 0.69, -1.16], [-4.44, -0.87, -1.38], [-1.84, 1.68, -6.11], [-0.78, 1.85, -5.06], [0.41, 1.74, -5.32], [-1.22, 2.12, -3.82], [-0.32, 2.45, -2.74], [-1.93, 2.63, -6.63], [-2.81, 1.42, -5.68], [-1.55, 0.90, -6.81], [-2.21, 2.03, -3.62], [0.37, 1.64, -2.53], [-0.96, 2.67, -1.88], [0.20, 3.38, -2.96], [6.68, 4.41, -1.39], [5.22, 4.33, -1.02], [4.83, 4.55, 0.12], [4.39, 4.06, -2.05], [2.97, 3.89, -1.85], [6.78, 4.78, -2.41], [7.11, 3.41, -1.38], [7.18, 5.05, -0.67], [4.76, 3.70, -2.91], [2.43, 4.24, -2.73], [2.64, 4.41, -0.95], [2.68, 2.84, -1.71], [-0.50, 0.95, 0.91], [-0.28, -0.01, -0.21], [-1.23, -0.54, -0.81], [0.97, -0.25, -0.61], [2.17, 0.26, 0.01], [0.40, 1.48, 1.21], [-0.91, 0.43, 1.78], [-1.26, 1.67, 0.62], [1.05, -0.72, -1.50], [3.01, -0.21, -0.50], [2.28, -0.12, 1.03], [2.25, 1.34, 0.04], [0.54, -1.58, -4.02], [1.98, -1.93, -3.76], [2.51, -1.62, -2.68], [2.66, -2.52, -4.74], [4.08, -2.88, -4.65], [-0.10, -2.08, -3.30], [0.26, -1.85, -5.05], [0.44, -0.49, -4.02], [2.18, -2.81, -5.57], [4.29, -3.63, -3.88], [4.67, -2.01, -4.35], [4.41, -3.20, -5.63]],
  "total_charge": 0,
  "orbital_gap_ev": 9.001,
  "e_homo_ev": -9.036
}

<2>
{
  "formula": "C45H105N15O15",
  "method": "ωB97M-V/def2-TZVPD",
  "species": ["C", "C", "O", "N", "C", "H", "H", "H", "H", "H", "H", "H", "C", "C", "O", "N", "C", "H", "H", "H", "H", "H", "H", "H", "C", "C", "O", "N", "C", "H", "H", "H", "H", "H", "H", "H", "C", "C", "O", "N", "C", "H", "H", "H", "H", "H", "H", "H", "C", "C", "O", "N", "C", "H", "H", "H", "H", "H", "H", "H", "C", "C", "O", "N", "C", "H", "H", "H", "H", "H", "H", "H", "C", "C", "O", "N", "C", "H", "H", "H", "H", "H", "H", "H", "C", "C", "O", "N", "C", "H", "H", "H", "H", "H", "H", "H", "C", "C", "O", "N", "C", "H", "H", "H", "H", "H", "H", "H", "C", "C", "O", "N", "C", "H", "H", "H", "H", "H", "H", "H", "C", "C", "O", "N", "C", "H", "H", "H", "H", "H", "H", "H", "C", "C", "O", "N", "C", "H", "H", "H", "H", "H", "H", "H", "C", "C", "O", "N", "C", "H", "H", "H", "H", "H", "H", "H", "C", "C", "O", "N", "C", "H", "H", "H", "H", "H", "H", "H", "C", "C", "O", "N", "C", "H", "H", "H", "H", "H", "H", "H"],
  "xyz": [[-4.85, 5.25, 1.39], [-4.51, 4.39, 2.62], [-3.79, 3.42, 2.63], [-4.99, 4.83, 3.80], [-5.74, 6.06, 4.00], [-4.34, 6.20, 1.55], [-5.94, 5.38, 1.37], [-4.57, 4.69, 0.50], [-4.83, 4.22, 4.58], [-5.61, 6.31, 5.05], [-6.79, 5.82, 3.86], [-5.45, 6.93, 3.41], [2.15, -4.20, -2.16], [1.32, -5.41, -2.59], [1.41, -6.44, -1.91], [0.42, -5.27, -3.61], [-0.46, -6.29, -4.10], [2.20, -3.29, -2.76], [3.17, -4.57, -2.24], [1.84, -3.97, -1.14], [0.46, -4.41, -4.14], [0.10, -7.08, -4.59], [-1.19, -5.89, -4.81], [-0.97, -6.78, -3.27], [0.64, 4.83, -4.29], [-0.33, 3.70, -4.26], [-0.30, 2.76, -5.04], [-1.27, 3.69, -3.32], [-2.09, 2.45, -3.21], [0.75, 5.10, -5.34], [1.61, 4.62, -3.83], [0.21, 5.65, -3.72], [-1.34, 4.36, -2.57], [-1.61, 1.51, -3.48], [-2.89, 2.60, -3.94], [-2.55, 2.40, -2.22], [-1.06, 5.93, 1.32], [-1.10, 6.20, -0.19], [-1.70, 5.36, -0.88], [-0.55, 7.25, -0.78], [0.02, 8.42, -0.03], [-1.89, 5.29, 1.62], [-1.06, 6.82, 1.95], [-0.18, 5.32, 1.52], [-0.58, 7.35, -1.78], [1.02, 8.16, 0.30], [-0.68, 8.78, 0.72], [0.10, 9.19, -0.80], [-4.67, 1.30, 0.11], [-5.67, 0.53, 0.94], [-6.13, -0.43, 0.38], [-5.93, 0.92, 2.16], [-6.84, 0.18, 3.04], [-3.95, 0.71, -0.46], [-4.08, 2.00, 0.70], [-5.20, 1.91, -0.62], [-5.54, 1.77, 2.54], [-6.61, 0.38, 4.09], [-6.86, -0.90, 2.93], [-7.89, 0.48, 2.96], [-1.78, -6.44, -0.19], [-2.32, -5.10, 0.09], [-2.14, -4.57, 1.20], [-3.14, -4.55, -0.83], [-3.65, -3.20, -0.73], [-1.14, -6.40, -1.07], [-2.57, -7.17, -0.38], [-1.27, -6.80, 0.70], [-3.55, -5.06, -1.60], [-3.75, -2.82, -1.74], [-2.93, -2.58, -0.19], [-4.55, -3.18, -0.11], [1.70, 0.80, -3.18], [3.13, 0.60, -2.67], [3.49, 1.29, -1.72], [3.97, -0.14, -3.36], [3.58, -1.10, -4.38], [1.32, 1.63, -2.60], [1.05, -0.03, -2.90], [1.56, 0.98, -4.25], [4.91, 0.01, -3.04], [3.48, -0.56, -5.32], [2.67, -1.63, -4.13], [4.41, -1.80, -4.48], [-2.94, -1.55, 3.00], [-2.30, -2.34, 4.13], [-2.11, -1.82, 5.26], [-2.00, -3.63, 3.87], [-1.56, -4.60, 4.79], [-3.16, -2.32, 2.25], [-2.22, -0.84, 2.61], [-3.86, -1.04, 3.29], [-2.16, -3.96, 2.93], [-1.17, -5.43, 4.21], [-2.30, -4.85, 5.55], [-0.70, -4.30, 5.40], [1.32, -3.98, 2.46], [1.60, -5.52, 2.56], [1.90, -6.02, 3.61], [1.60, -6.19, 1.41], [1.91, -7.59, 1.13], [1.52, -3.42, 3.37], [0.38, -3.86, 1.93], [2.04, -3.56, 1.74], [1.33, -5.58, 0.65], [1.40, -7.84, 0.20], [1.40, -8.10, 1.94], [2.98, -7.82, 1.20], [2.87, 1.08, 1.33], [2.86, -0.01, 2.39], [1.78, -0.49, 2.78], [4.04, -0.29, 2.89], [4.23, -1.40, 3.88], [2.38, 0.72, 0.42], [3.88, 1.31, 0.99], [2.33, 1.99, 1.62], [4.90, 0.19, 2.70], [5.13, -1.11, 4.42], [4.33, -2.32, 3.30], [3.46, -1.34, 4.65], [6.50, -3.45, -3.25], [6.10, -2.65, -2.01], [6.50, -1.46, -1.87], [5.27, -3.20, -1.13], [4.74, -2.48, 0.02], [7.09, -4.32, -2.97], [7.17, -2.83, -3.85], [5.63, -3.92, -3.70], [5.00, -4.17, -1.25], [4.05, -3.13, 0.56], [4.23, -1.58, -0.33], [5.63, -2.21, 0.60], [-0.23, 2.30, 4.31], [0.99, 3.15, 4.18], [1.10, 3.85, 3.17], [1.91, 3.18, 5.14], [2.04, 2.37, 6.34], [-1.14, 2.78, 3.94], [-0.47, 2.03, 5.34], [0.02, 1.37, 3.81], [2.74, 3.74, 5.06], [2.24, 1.34, 6.04], [1.13, 2.36, 6.94], [2.91, 2.54, 6.97], [4.36, 6.18, -0.89], [4.35, 4.67, -1.27], [5.35, 4.16, -1.75], [3.27, 3.95, -1.10], [1.94, 4.48, -0.79], [4.32, 6.66, -1.87], [5.31, 6.39, -0.40], [3.51, 6.48, -0.27], [3.25, 2.96, -1.30], [1.64, 5.30, -1.45], [1.96, 4.80, 0.25], [1.14, 3.76, -0.87], [-1.08, -3.39, -6.94], [-0.78, -2.81, -5.54], [0.32, -2.95, -5.02], [-1.72, -2.13, -4.95], [-1.72, -1.50, -3.66], [-1.84, -4.16, -6.88], [-0.16, -3.79, -7.35], [-1.35, -2.59, -7.63], [-2.56, -1.95, -5.48], [-1.74, -2.22, -2.84], [-2.63, -0.92, -3.53], [-0.85, -0.88, -3.47], [0.25, -1.49, 0.00], [-0.54, -0.21, -0.11], [-1.35, -0.11, -1.08], [-0.39, 0.75, 0.83], [-1.24, 1.93, 0.91], [1.29, -1.30, -0.26], [-0.14, -2.23, -0.69], [0.23, -1.83, 1.03], [0.36, 0.79, 1.51], [-0.59, 2.79, 1.08], [-1.88, 1.84, 1.79], [-1.86, 2.13, 0.04]],
  "total_charge": 0,
  "orbital_gap_ev": 8.796,
  "e_homo_ev": -8.490
}

The least stable of them is <2>.

<1>
{
  "formula": "CH9N4",
  "method": "ωB97M-V/def2-TZVPD",
  "species": ["N", "C", "N", "N", "H", "H", "H", "H", "H", "H", "N", "H", "H", "H"],
  "xyz": [[0.63, 0.23, 0.81], [-0.02, 0.86, -0.17], [-0.33, 0.17, -1.26], [-0.32, 2.16, -0.08], [0.53, -0.79, 0.82], [0.63, 0.68, 1.71], [-0.29, -0.84, -1.18], [-0.96, 0.55, -1.95], [0.15, 2.71, 0.61], [-0.54, 2.66, -0.93], [0.02, -2.70, 0.59], [0.81, -3.23, 0.22], [0.02, -2.91, 1.58], [-0.80, -3.16, 0.23]],
  "total_charge": 1,
  "orbital_gap_ev": 12.077,
  "e_homo_ev": -15.066
}

<2>
{
  "formula": "CH9N4",
  "method": "ωB97M-V/def2-TZVPD",
  "species": ["C", "N", "N", "N", "N", "H", "H", "H", "H", "H", "H", "H", "H", "H"],
  "xyz": [[0.96, -0.65, 0.01], [-0.02, -1.72, -0.58], [-0.97, 2.32, 0.07], [0.65, 0.64, -0.25], [-0.70, 1.05, 0.20], [0.78, -0.79, 1.12], [1.95, -0.94, -0.24], [0.57, -2.57, -0.57], [-0.47, -1.18, -1.36], [-0.42, 2.94, 0.59], [-1.96, 2.60, 0.01], [1.24, 1.30, -0.59], [-0.91, 0.31, 1.65], [-0.74, -2.06, 0.06]],
  "total_charge": 1,
  "orbital_gap_ev": 8.690,
  "e_homo_ev": -12.281
}

The least stable of them is <2>.

<1>
{
  "formula": "C11H13N",
  "method": "ωB97M-V/def2-TZVPD",
  "species": ["C", "C", "C", "C", "C", "C", "C", "C", "C", "C", "C", "H", "H", "H", "H", "H", "H", "H", "H", "H", "H", "H", "H", "H", "N"],
  "xyz": [[-1.55, -0.54, -1.26], [-1.64, 0.93, -0.97], [-0.88, 1.32, 0.26], [-1.52, -0.87, 1.22], [-0.89, -1.27, -0.12], [0.55, -0.67, -0.04], [1.70, -1.37, -0.02], [2.98, -0.68, 0.13], [2.94, 0.77, -0.02], [1.72, 1.42, 0.05], [0.58, 0.69, 0.10], [-2.60, -0.90, -1.48], [-0.97, -0.66, -2.20], [-2.70, 1.13, -0.73], [-1.32, 1.58, -1.91], [-0.79, 2.38, 0.53], [-0.75, 0.76, 2.02], [-0.97, -1.16, 2.16], [-2.58, -1.20, 1.32], [-0.88, -2.31, -0.19], [1.71, -2.51, -0.24], [3.91, -1.26, 0.17], [3.86, 1.23, -0.12], [1.62, 2.55, 0.03], [-1.53, 0.64, 1.33]],
  "total_charge": 0,
  "orbital_gap_ev": 9.601,
  "e_homo_ev": -8.705,
  "smiles": "c1ccc2c(c1)[C@@H]1CC[C@H]2NC1"
}

<2>
{
  "formula": "C11H13N",
  "method": "ωB97M-V/def2-TZVPD",
  "species": ["C", "C", "C", "C", "C", "C", "C", "C", "C", "C", "C", "H", "H", "H", "H", "H", "H", "H", "H", "H", "H", "H", "H", "H", "N"],
  "xyz": [[-0.67, -0.18, 1.62], [-1.40, -0.72, 0.35], [-2.20, 0.52, -0.15], [-1.26, 1.68, 0.39], [-0.07, 1.10, 0.97], [0.67, 0.38, -0.19], [1.87, 0.49, -0.80], [2.36, -0.46, -1.85], [1.72, -1.49, -2.18], [0.30, -1.48, -1.75], [-0.15, -0.72, -0.65], [1.56, 0.00, 2.33], [0.76, -1.55, 2.75], [-1.23, 0.29, 2.40], [-1.94, -1.59, 1.04], [-3.22, 0.68, 0.43], [-2.57, 0.22, -1.30], [-1.65, 2.32, 1.34], [-1.19, 2.65, -0.24], [0.27, 1.94, 1.45], [2.56, 1.42, -0.57], [3.21, -0.08, -2.31], [1.99, -2.21, -3.15], [-0.32, -2.46, -1.94], [0.63, -0.76, 2.04]],
  "total_charge": 0,
  "orbital_gap_ev": 9.471,
  "e_homo_ev": -8.586,
  "smiles": "N[C@H]1[C@@H]2CC[C@H]1c1ccccc12"
}

The least stable of them is <2>.

<1>
{
  "formula": "C7H9N5S",
  "method": "ωB97M-V/def2-TZVPD",
  "species": ["C", "C", "C", "C", "C", "C", "C", "N", "N", "N", "N", "N", "S", "H", "H", "H", "H", "H", "H", "H", "H", "H"],
  "xyz": [[-2.65, 1.60, 1.67], [-2.30, 0.36, 1.97], [-2.03, 2.36, 0.72], [-1.47, -0.35, 1.13], [1.10, -0.05, -2.37], [-1.18, 1.69, -0.21], [-1.04, 0.37, 0.07], [1.67, -1.08, -2.98], [1.40, -2.17, -2.23], [0.65, -1.84, -1.27], [0.39, -0.57, -1.31], [2.89, -2.46, 1.38], [1.63, 1.60, -2.74], [-3.44, 2.03, 2.33], [-2.79, -0.12, 2.88], [-2.03, 3.46, 0.88], [-1.33, -1.39, 1.29], [-0.48, 2.27, -0.79], [2.50, 0.96, -3.59], [3.32, -2.92, 0.53], [3.28, -1.47, 1.35], [1.88, -2.29, 1.27]],
  "total_charge": 0,
  "orbital_gap_ev": 7.766,
  "e_homo_ev": -9.038
}

<2>
{
  "formula": "C7H9N5S",
  "method": "ωB97M-V/def2-TZVPD",
  "species": ["C", "C", "C", "C", "C", "C", "C", "H", "H", "H", "H", "H", "H", "H", "H", "H", "N", "N", "N", "N", "N", "S"],
  "xyz": [[-3.86, -0.31, -0.05], [-0.51, 0.70, -0.23], [0.90, 0.12, -0.08], [2.31, -1.76, -0.02], [3.38, -0.99, -0.36], [3.26, 0.36, -0.34], [1.97, 0.98, 0.14], [-4.59, -1.98, 1.03], [-2.80, -2.13, 0.44], [-2.66, 1.19, -1.27], [-0.66, 1.59, -0.91], [2.38, -2.81, -0.21], [4.46, -1.36, -0.61], [4.26, 0.96, -0.45], [2.24, 3.14, 0.63], [0.86, 2.02, 1.59], [-3.75, -1.52, 0.68], [-2.85, 0.38, -0.51], [-1.54, -0.08, 0.05], [1.05, -1.19, 0.09], [1.49, 2.23, 0.59], [-5.34, 0.46, -0.22]],
  "total_charge": 0,
  "orbital_gap_ev": 7.598,
  "e_homo_ev": -7.712,
  "smiles": "NC(=S)N/N=C/c1ncccc1N"
}

The least stable of them is <1>.